No. 1
3 unconnected molecules or ions with the total composition C20H33FO3PS. Source: the OMol25 dataset; level of theory: the ωB97M-V functional and the def2-TZVPD basis.

Geometry as ORCA input:
```
! wB97M-V def2-TZVPD RIJCOSX def2/J DEFGRID3
* xyz -1 1
C 3.44 0.54 1.78
C 2.71 1.07 0.53
P 1.00 0.25 0.16
C -0.81 -0.38 -0.21
C -1.64 -0.90 0.96
C -1.15 -2.20 1.60
O -1.79 0.13 1.95
C 0.88 1.36 -1.52
S 0.16 2.91 -1.24
O 1.08 3.81 -0.59
O -0.50 3.41 -2.43
C 1.73 -1.21 -0.90
C 3.22 -1.50 -0.87
F 1.13 -2.42 -0.47
H 4.48 0.30 1.56
H 3.44 1.28 2.58
H 2.97 -0.37 2.16
H 3.39 1.07 -0.32
H 2.45 2.12 0.69
H 0.38 1.33 0.93
H 1.10 -0.59 1.35
H -1.35 0.49 -0.59
H -0.83 -1.13 -1.00
H -2.65 -1.10 0.58
H -0.82 -2.90 0.85
H -0.33 -1.99 2.28
H -1.96 -2.65 2.18
H -1.44 -0.19 2.78
H 1.84 1.57 -1.99
H 0.24 0.87 -2.25
H -0.82 2.62 -0.36
H 1.42 -1.10 -1.95
H 3.42 -2.43 -1.41
H 3.58 -1.61 0.15
H 3.78 -0.71 -1.36
C 0.95 -7.70 1.31
C 1.29 -6.38 1.53
C 0.96 -5.40 0.59
C 0.28 -5.76 -0.56
C -0.07 -7.09 -0.78
C 0.27 -8.06 0.15
H 1.21 -8.46 2.03
H 1.82 -6.10 2.43
H 1.23 -4.37 0.75
H 0.03 -5.00 -1.29
H -0.60 -7.36 -1.69
H 0.00 -9.09 -0.02
C -4.50 7.08 -1.36
C -4.03 7.75 -0.24
C -2.78 7.41 0.28
C -2.02 6.42 -0.32
C -2.49 5.76 -1.44
C -3.74 6.09 -1.96
H -5.47 7.34 -1.77
H -4.62 8.52 0.23
H -2.41 7.92 1.16
H -1.05 6.16 0.09
H -1.89 4.98 -1.90
H -4.11 5.57 -2.83
*
```

## Properties
E_HOMO (eV): -4.24
Kohn-Sham gap (eV): 6.99
Molar mass (g mol⁻¹): 403.52

Table of Mulliken atomic charges, one value per atom, all in e: C -1.3199; C -0.7788; P 0.5557; C -0.8931; C 0.2164; C -1.3265; O -0.5863; C -1.4722; S 0.9754; O -0.6120; O -0.7129; C 0.1335; C -1.7537; F -0.1412; H 0.3067; H 0.3303; H 0.3085; H 0.4334; H 0.4728; H 0.4391; H -0.4490; H 0.4135; H 0.3144; H 0.3856; H 0.0559; H 0.3302; H 0.4894; H 0.3310; H 0.6231; H 0.4018; H 0.1593; H 0.2042; H 0.4343; H 0.2882; H 0.4327; C -0.2756; C -0.6732; C -0.1868; C -0.3234; C -0.4753; C -0.3539; H 0.3469; H 0.3615; H 0.4159; H 0.4140; H 0.3506; H 0.3467; C -0.2831; C -0.3836; C -0.3358; C -0.4631; C -0.1495; C -0.6160; H 0.3484; H 0.3396; H 0.3476; H 0.4184; H 0.4799; H 0.3599

No. 2
A single C5H8IN molecule. Source: the OMol25 dataset; level of theory: the ωB97M-V functional and the def2-TZVPD basis.

Geometry as ORCA input:
```
! wB97M-V def2-TZVPD RIJCOSX def2/J DEFGRID3
* xyz 0 1
C -1.11 -0.88 0.47
C 0.14 -0.18 0.04
C 1.12 0.19 1.10
C 0.75 -0.85 -1.09
N 1.23 -1.24 -2.05
C -0.38 1.20 -0.74
I -1.43 1.12 -2.58
H -1.43 -0.50 1.36
H -0.81 -2.01 0.80
H -1.80 -0.98 -0.26
H 0.73 0.54 1.98
H 1.82 0.83 0.75
H 1.62 -0.88 1.40
H 0.56 1.81 -0.98
H -1.01 1.82 -0.19
*
```

## Properties
E_HOMO (eV): -9.53
Structure (SMILES): CC(C)(C#N)CI
Kohn-Sham gap (eV): 9.88
Molar mass (g mol⁻¹): 209.03

Table of Mulliken atomic charges, one value per atom, all in e: C -1.6855; C 1.7419; C -1.7565; C 0.0399; N -0.4702; C -1.3184; I 0.0812; H 0.4705; H 0.2973; H 0.4429; H 0.4678; H 0.4669; H 0.3126; H 0.3932; H 0.5165